This record from the OMol25 dataset describes a 9-piece molecular cluster, C52H125NO32P8 overall at a distorted geometry. The level of theory is the ωB97M-V functional and the def2-TZVPD basis.

Each line ends with the Löwdin charge.
Cartesian coordinates (Å):
C (1.13, -20.13, -8.82)  -0.0751
C (1.52, -18.97, -9.69)  -0.3176
O (0.52, -17.99, -9.63)  -0.1800
P (0.84, -16.63, -10.45)  0.5667
O (2.25, -16.15, -10.25)  -0.2474
O (-0.40, -15.63, -9.97)  -0.1862
C (-0.20, -14.27, -9.88)  -0.3150
C (-1.15, -13.71, -8.84)  -0.0544
O (0.38, -16.98, -11.99)  -0.1993
C (-0.86, -17.62, -12.25)  -0.2607
C (-1.04, -17.75, -13.78)  -0.0523
H (1.26, -19.87, -7.77)  0.0769
H (0.06, -20.36, -8.82)  0.0796
H (1.70, -21.02, -9.11)  0.0813
H (2.49, -18.56, -9.40)  0.1146
H (1.72, -19.42, -10.67)  0.1196
H (0.81, -14.05, -9.52)  0.0983
H (-0.42, -13.90, -10.88)  0.1012
H (-2.20, -13.80, -9.12)  0.0686
H (-0.98, -14.20, -7.88)  0.0849
H (-1.03, -12.64, -8.70)  0.0474
H (-1.00, -18.49, -11.60)  0.1185
H (-1.59, -16.86, -11.99)  0.0988
H (-0.49, -18.59, -14.21)  0.0732
H (-2.08, -17.98, -14.03)  0.0749
H (-0.86, -16.80, -14.28)  0.0587
C (-1.22, -7.88, -3.12)  -0.0560
C (-0.04, -7.30, -2.45)  -0.3185
O (0.32, -6.10, -3.03)  -0.1951
P (0.95, -4.86, -2.17)  0.4959
O (0.04, -4.14, -1.27)  -0.2303
O (2.22, -5.53, -1.47)  -0.1764
C (3.00, -4.80, -0.58)  -0.2835
C (3.87, -5.74, 0.33)  -0.0503
O (1.70, -3.91, -3.28)  -0.1869
C (1.60, -2.50, -3.13)  -0.2755
C (2.94, -1.90, -3.51)  -0.0766
H (-1.02, -7.97, -4.18)  0.0558
H (-1.43, -8.86, -2.68)  0.0641
H (-2.13, -7.30, -2.96)  0.0966
H (-0.36, -7.11, -1.42)  0.1227
H (0.86, -7.91, -2.44)  0.1309
H (3.65, -4.14, -1.15)  0.1071
H (2.41, -4.14, 0.06)  0.1163
H (3.20, -6.29, 0.99)  0.0726
H (4.53, -6.36, -0.28)  0.0771
H (4.44, -5.17, 1.05)  0.0706
H (0.85, -2.08, -3.80)  0.1193
H (1.36, -2.22, -2.10)  0.1099
H (3.31, -2.21, -4.49)  0.0739
H (3.02, -0.81, -3.55)  0.0768
H (3.75, -2.24, -2.87)  0.0638
C (1.13, -6.05, -6.19)  -0.0569
C (1.89, -7.20, -5.54)  -0.2788
O (2.70, -7.84, -6.49)  -0.1606
P (3.59, -9.06, -6.04)  0.4260
O (4.23, -9.07, -4.69)  -0.2412
O (2.54, -10.29, -6.16)  -0.2164
C (2.96, -11.68, -6.03)  -0.2180
C (1.73, -12.31, -6.71)  -0.0748
O (4.54, -9.29, -7.29)  -0.1686
C (5.78, -8.69, -7.41)  -0.2956
C (6.15, -8.37, -8.89)  -0.0594
H (0.63, -5.39, -5.47)  0.0628
H (1.74, -5.46, -6.87)  0.0800
H (0.31, -6.50, -6.75)  0.0668
H (2.48, -6.81, -4.71)  0.1190
H (1.12, -7.87, -5.16)  0.1048
H (3.78, -11.90, -6.71)  0.1000
H (3.14, -12.04, -5.02)  0.1235
H (1.36, -11.66, -7.50)  0.0669
H (1.93, -13.33, -7.06)  0.0775
H (0.99, -12.36, -5.91)  0.0769
H (5.88, -7.71, -6.95)  0.1188
H (6.57, -9.32, -7.02)  0.1219
H (5.46, -7.62, -9.27)  0.0718
H (7.20, -8.09, -8.89)  0.0777
H (6.01, -9.28, -9.48)  0.0657
C (-4.22, -6.93, -9.15)  -0.0806
C (-3.89, -5.83, -10.09)  -0.3153
O (-3.92, -6.23, -11.43)  -0.1722
P (-5.23, -5.92, -12.39)  0.5537
O (-5.27, -6.59, -13.72)  -0.2267
O (-6.54, -6.23, -11.47)  -0.1916
C (-7.73, -5.77, -11.91)  -0.3191
C (-8.85, -6.13, -10.91)  -0.0516
O (-5.38, -4.27, -12.43)  -0.2382
C (-4.67, -3.48, -13.43)  -0.2273
C (-5.59, -2.23, -13.73)  -0.0545
H (-3.55, -7.78, -9.30)  0.0674
H (-4.21, -6.70, -8.08)  0.0869
H (-5.25, -7.26, -9.31)  0.0722
H (-4.62, -5.05, -9.85)  0.1172
H (-2.88, -5.52, -9.81)  0.1228
H (-7.62, -4.68, -11.96)  0.1173
H (-7.97, -6.33, -12.81)  0.1074
H (-9.11, -7.18, -10.91)  0.0686
H (-8.56, -5.86, -9.89)  0.0736
H (-9.68, -5.44, -11.05)  0.0763
H (-3.77, -3.19, -12.89)  0.1096
H (-4.35, -4.07, -14.29)  0.1115
H (-6.51, -2.58, -14.18)  0.0725
H (-5.82, -1.64, -12.84)  0.0712
H (-5.01, -1.60, -14.40)  0.0689
C (-5.26, -15.67, -15.61)  -0.0657
C (-4.66, -14.33, -15.92)  -0.2858
O (-3.25, -14.56, -15.94)  -0.2102
P (-2.27, -13.24, -15.83)  0.4396
O (-2.48, -12.24, -16.88)  -0.2103
O (-0.77, -13.87, -15.71)  -0.1892
C (-0.12, -14.13, -16.91)  -0.2939
C (-0.53, -15.53, -17.41)  -0.0540
O (-2.52, -12.74, -14.37)  -0.1733
C (-2.19, -13.67, -13.35)  -0.2629
C (-3.08, -13.54, -12.13)  -0.0475
H (-4.73, -16.48, -16.12)  0.0825
H (-5.07, -15.75, -14.54)  0.0721
H (-6.34, -15.55, -15.70)  0.0868
H (-5.01, -14.00, -16.90)  0.1225
H (-5.00, -13.62, -15.16)  0.0969
H (-0.29, -13.30, -17.60)  0.1114
H (0.94, -14.10, -16.69)  0.1171
H (0.06, -15.77, -18.29)  0.0719
H (-0.31, -16.29, -16.67)  0.0684
H (-1.56, -15.57, -17.79)  0.0724
H (-2.20, -14.69, -13.75)  0.1022
H (-1.17, -13.55, -13.00)  0.1111
H (-2.85, -12.64, -11.56)  0.0469
H (-4.12, -13.41, -12.43)  0.0793
H (-2.96, -14.36, -11.43)  0.0786
C (-8.10, -11.39, -9.39)  -0.0600
C (-7.15, -10.80, -10.48)  -0.2662
O (-7.23, -11.69, -11.57)  -0.1761
P (-7.06, -11.12, -13.08)  0.4489
O (-6.92, -12.19, -14.11)  -0.2373
O (-8.35, -10.23, -13.29)  -0.1519
C (-8.28, -9.17, -14.20)  -0.2894
C (-9.66, -8.53, -14.28)  -0.0593
O (-5.82, -10.12, -12.91)  -0.1746
C (-4.48, -10.55, -12.93)  -0.2695
C (-3.57, -9.38, -13.06)  -0.0508
H (-9.16, -11.56, -9.59)  0.0733
H (-7.78, -12.40, -9.13)  0.0724
H (-8.07, -10.81, -8.47)  0.0680
H (-7.44, -9.78, -10.73)  0.1061
H (-6.14, -10.70, -10.10)  0.0988
H (-7.47, -8.46, -14.00)  0.1004
H (-7.98, -9.51, -15.19)  0.1227
H (-9.62, -7.62, -14.88)  0.0782
H (-10.42, -9.21, -14.68)  0.0826
H (-9.90, -8.15, -13.29)  0.0623
H (-4.21, -11.10, -12.03)  0.0976
H (-4.37, -11.17, -13.82)  0.1088
H (-3.60, -8.87, -14.02)  0.0897
H (-3.78, -8.58, -12.35)  0.0576
H (-2.51, -9.56, -12.88)  0.0554
C (3.84, -12.61, -10.23)  -0.0443
C (3.02, -11.59, -11.07)  -0.2384
O (1.66, -11.68, -10.64)  -0.2000
P (0.54, -10.68, -11.32)  0.5770
O (-0.88, -10.97, -10.91)  -0.2475
O (1.18, -9.17, -11.18)  -0.1727
C (1.68, -8.71, -9.94)  -0.2863
C (1.32, -7.25, -9.72)  -0.0461
O (0.74, -10.98, -12.91)  -0.1810
C (0.00, -10.44, -13.94)  -0.2988
C (0.79, -10.45, -15.30)  -0.0328
H (3.96, -12.25, -9.21)  0.0554
H (3.43, -13.62, -10.13)  0.0624
H (4.85, -12.77, -10.62)  0.0764
H (3.43, -10.59, -11.00)  0.1045
H (3.08, -12.01, -12.08)  0.1159
H (1.41, -9.33, -9.08)  0.1052
H (2.76, -8.87, -9.88)  0.1025
H (1.84, -6.90, -8.83)  0.0514
H (1.60, -6.61, -10.56)  0.0846
H (0.28, -7.09, -9.44)  0.0745
H (-0.95, -10.94, -14.10)  0.0893
H (-0.40, -9.46, -13.68)  0.1096
H (0.16, -10.18, -16.15)  0.0784
H (1.49, -9.62, -15.35)  0.0640
H (1.33, -11.40, -15.33)  0.0736
C (-3.32, -11.12, -2.40)  -0.0602
C (-3.86, -12.09, -3.44)  -0.3064
O (-3.88, -13.38, -2.94)  -0.1738
P (-5.28, -13.92, -2.34)  0.5392
O (-6.42, -13.84, -3.31)  -0.2441
O (-4.96, -15.42, -1.74)  -0.1666
C (-3.87, -15.62, -0.88)  -0.3100
C (-4.24, -16.06, 0.50)  -0.0825
O (-5.47, -12.95, -1.02)  -0.2219
C (-6.68, -12.98, -0.29)  -0.2895
C (-6.98, -11.54, -0.14)  -0.0831
H (-2.87, -11.60, -1.53)  0.0874
H (-2.59, -10.52, -2.95)  0.0453
H (-4.16, -10.51, -2.07)  0.0738
H (-4.80, -11.74, -3.86)  0.1186
H (-3.13, -12.04, -4.25)  0.1132
H (-3.24, -16.42, -1.28)  0.1226
H (-3.25, -14.73, -0.84)  0.1118
H (-5.06, -16.77, 0.57)  0.0817
H (-3.42, -16.53, 1.03)  0.0793
H (-4.63, -15.31, 1.19)  0.0661
H (-7.48, -13.53, -0.78)  0.1234
H (-6.39, -13.49, 0.62)  0.1160
H (-6.21, -11.01, 0.42)  0.0833
H (-7.03, -10.98, -1.07)  0.0861
H (-7.93, -11.44, 0.38)  0.0811
C (-3.32, -9.73, -6.55)  -0.1243
C (-1.98, -9.42, -6.84)  -0.0930
C (-1.68, -9.97, -8.13)  -0.1147
N (-2.86, -10.47, -8.64)  0.0246
C (-3.85, -10.33, -7.69)  -0.1338
H (-3.81, -9.58, -5.60)  0.0869
H (-1.32, -8.85, -6.21)  0.0604
H (-0.81, -9.89, -8.77)  0.0669
H (-2.96, -11.03, -9.47)  0.1191
H (-4.87, -10.60, -7.92)  0.0968

The SMILES is CCOP(=O)(OCC)OCC.CCOP(=O)(OCC)OCC.CCOP(=O)(OCC)OCC.CCOP(=O)(OCC)OCC.CCOP(=O)(OCC)OCC.CCOP(=O)(OCC)OCC.CCOP(=O)(OCC)OCC.CCOP(=O)(OCC)OCC.c1cc[nH]c1. The calculation puts the frontier orbital gap at 8.589 eV. As for the energy above the lowest of the compared OMol25 structures with the same formula, charge and spin: 0.000 eV. As for the electronic energy: -197291.2554 eV.


This record from the OMol25 dataset describes a 9-piece molecular cluster, C52H126F6N6O10P overall at a distorted geometry. The level of theory is the ωB97M-V functional and the def2-TZVPD basis.

Each line ends with the Löwdin charge.
Cartesian coordinates (Å):
C (-6.73, 4.49, 12.68)  -0.0471
C (-5.34, 3.89, 12.27)  -0.1148
N (-4.19, 4.86, 11.79)  -0.2057
C (-4.56, 5.63, 10.48)  0.0152
C (-3.94, 5.97, 12.92)  -0.1253
C (-2.69, 6.87, 12.77)  -0.0531
C (-2.80, 4.09, 11.58)  -0.0380
C (-2.75, 2.95, 10.56)  -0.1925
O (-2.96, 3.52, 9.27)  -0.2022
C (-3.03, 2.51, 8.32)  -0.1111
H (-7.49, 3.77, 12.96)  0.0909
H (-7.26, 4.87, 11.80)  0.0774
H (-6.65, 5.25, 13.46)  0.0752
H (-5.52, 3.21, 11.43)  0.1205
H (-4.85, 3.46, 13.14)  0.1210
H (-3.64, 5.98, 10.02)  0.0955
H (-5.14, 6.53, 10.68)  0.1005
H (-5.26, 5.05, 9.87)  0.1017
H (-3.81, 5.32, 13.79)  0.1181
H (-4.88, 6.50, 13.08)  0.1172
H (-1.69, 6.43, 12.84)  0.0816
H (-2.82, 7.77, 13.37)  0.0955
H (-2.64, 7.21, 11.73)  0.0699
H (-2.60, 3.70, 12.58)  0.1359
H (-2.10, 4.87, 11.28)  0.1207
H (-3.45, 2.14, 10.72)  0.1192
H (-1.79, 2.44, 10.58)  0.1386
H (-2.08, 2.13, 7.94)  0.1005
H (-3.46, 3.08, 7.50)  0.0980
H (-3.75, 1.76, 8.62)  0.0970
C (2.46, -6.73, 5.60)  -0.0663
C (0.96, -7.02, 5.30)  -0.1177
N (0.81, -8.34, 4.45)  -0.2234
C (1.63, -9.47, 5.15)  0.0342
C (-0.69, -8.71, 4.63)  -0.1553
C (-1.71, -7.81, 3.86)  -0.0361
C (1.18, -8.10, 2.98)  -0.0489
C (1.35, -9.44, 2.19)  -0.1812
O (0.24, -10.32, 2.37)  -0.2233
C (0.32, -11.49, 1.55)  -0.0582
H (3.00, -7.55, 6.08)  0.0650
H (2.58, -5.90, 6.29)  0.0891
H (3.12, -6.60, 4.74)  0.0772
H (0.49, -6.17, 4.81)  0.1221
H (0.44, -7.20, 6.24)  0.1232
H (2.68, -9.34, 4.91)  0.0996
H (1.25, -10.40, 4.72)  0.1005
H (1.56, -9.42, 6.24)  0.1142
H (-1.04, -8.70, 5.66)  0.1245
H (-0.69, -9.74, 4.27)  0.1051
H (-2.64, -8.01, 4.38)  0.0896
H (-1.80, -8.17, 2.83)  0.0812
H (-1.41, -6.76, 3.85)  0.0744
H (2.17, -7.66, 2.93)  0.1276
H (0.49, -7.34, 2.60)  0.1341
H (2.24, -9.98, 2.50)  0.1247
H (1.46, -9.02, 1.20)  0.1355
H (1.25, -12.02, 1.71)  0.0920
H (0.23, -11.18, 0.51)  0.0970
H (-0.48, -12.17, 1.84)  0.0996
C (5.61, 6.92, 4.68)  -0.0392
C (5.15, 6.78, 3.18)  -0.1567
N (3.84, 6.05, 2.99)  -0.2224
C (3.58, 6.09, 1.43)  0.0558
C (3.83, 4.60, 3.62)  -0.1270
C (4.96, 3.66, 3.12)  -0.0493
C (2.75, 6.83, 3.80)  -0.0575
C (2.63, 8.36, 3.55)  -0.1912
O (2.37, 8.74, 2.20)  -0.1848
C (2.56, 10.10, 1.87)  -0.0923
H (6.45, 7.62, 4.69)  0.0895
H (6.03, 5.99, 5.04)  0.0744
H (4.91, 7.30, 5.42)  0.0743
H (5.86, 6.27, 2.53)  0.1292
H (5.08, 7.76, 2.71)  0.1201
H (2.55, 5.76, 1.26)  0.1130
H (4.22, 5.42, 0.87)  0.0981
H (3.80, 7.05, 0.97)  0.1027
H (2.87, 4.17, 3.37)  0.1286
H (3.80, 4.68, 4.71)  0.1170
H (5.95, 3.94, 3.46)  0.0730
H (5.07, 3.66, 2.04)  0.0778
H (4.78, 2.63, 3.43)  0.0911
H (3.04, 6.62, 4.83)  0.1113
H (1.81, 6.38, 3.47)  0.1359
H (3.45, 8.92, 4.01)  0.1184
H (1.85, 8.77, 4.19)  0.1310
H (3.60, 10.41, 1.82)  0.0879
H (2.26, 10.81, 2.63)  0.0877
H (2.07, 10.37, 0.93)  0.1035
C (10.02, -2.60, -4.16)  -0.0409
C (9.44, -3.91, -4.78)  -0.1098
N (8.95, -4.83, -3.63)  -0.2398
C (7.82, -4.12, -2.80)  0.0269
C (8.34, -6.14, -4.20)  -0.1241
C (7.00, -6.03, -5.02)  -0.0518
C (10.06, -5.23, -2.62)  -0.0545
C (11.15, -6.14, -3.26)  -0.2163
O (11.53, -6.01, -4.59)  -0.2120
C (12.63, -6.83, -4.97)  -0.0579
H (10.00, -1.85, -4.96)  0.0920
H (11.08, -2.72, -3.96)  0.0809
H (9.48, -2.13, -3.33)  0.0744
H (10.08, -4.55, -5.39)  0.1193
H (8.58, -3.67, -5.40)  0.1253
H (7.30, -4.87, -2.20)  0.1019
H (7.08, -3.78, -3.51)  0.1076
H (8.15, -3.29, -2.17)  0.0966
H (8.24, -6.81, -3.34)  0.1250
H (9.13, -6.55, -4.83)  0.1182
H (7.01, -5.44, -5.94)  0.0861
H (6.02, -5.98, -4.55)  0.0822
H (6.91, -6.96, -5.60)  0.0799
H (9.57, -5.67, -1.76)  0.1320
H (10.52, -4.32, -2.23)  0.1221
H (10.89, -7.16, -3.01)  0.1227
H (12.10, -6.01, -2.74)  0.1275
H (12.49, -7.88, -4.70)  0.0941
H (13.47, -6.57, -4.33)  0.0876
H (13.01, -6.72, -5.99)  0.1049
C (-7.51, 4.11, -0.07)  -0.0420
C (-7.89, 4.77, 1.31)  -0.1060
N (-8.38, 6.29, 1.25)  -0.2222
C (-8.18, 6.81, 2.65)  -0.0147
C (-7.65, 7.18, 0.20)  -0.1294
C (-6.11, 7.11, 0.31)  -0.0484
C (-9.91, 6.27, 0.86)  -0.0546
C (-10.68, 7.58, 0.68)  -0.1944
O (-10.29, 8.57, 1.62)  -0.2279
C (-10.50, 9.91, 1.24)  -0.0717
H (-8.42, 3.77, -0.55)  0.0782
H (-6.74, 3.35, 0.01)  0.0941
H (-7.09, 4.78, -0.82)  0.0738
H (-6.98, 4.82, 1.90)  0.1012
H (-8.66, 4.28, 1.90)  0.1239
H (-8.28, 7.89, 2.65)  0.0968
H (-7.18, 6.59, 3.04)  0.1024
H (-8.99, 6.54, 3.33)  0.1114
H (-8.00, 8.20, 0.36)  0.1230
H (-7.96, 6.80, -0.78)  0.1259
H (-5.64, 7.44, -0.61)  0.1022
H (-5.64, 6.15, 0.54)  0.0770
H (-5.89, 7.80, 1.13)  0.0773
H (-10.35, 5.79, 1.73)  0.1261
H (-10.00, 5.69, -0.05)  0.1383
H (-11.75, 7.39, 0.72)  0.1398
H (-10.52, 7.93, -0.34)  0.1273
H (-10.19, 10.55, 2.07)  0.1012
H (-11.56, 9.92, 0.99)  0.0989
H (-9.92, 10.16, 0.35)  0.0923
C (0.10, -5.72, -13.53)  -0.0517
C (-1.40, -6.09, -13.48)  -0.1657
N (-2.22, -5.81, -12.18)  -0.2014
C (-3.70, -6.27, -12.42)  0.0521
C (-1.47, -6.51, -10.94)  -0.1082
C (-1.75, -8.01, -10.96)  -0.0868
C (-2.14, -4.24, -12.01)  -0.0685
C (-3.18, -3.55, -11.10)  -0.1979
O (-3.30, -4.15, -9.83)  -0.1994
C (-2.60, -3.50, -8.79)  -0.0851
H (0.44, -6.17, -14.46)  0.0924
H (0.67, -6.28, -12.79)  0.0756
H (0.30, -4.65, -13.46)  0.0884
H (-1.47, -7.17, -13.62)  0.1129
H (-1.84, -5.54, -14.31)  0.1259
H (-3.49, -7.30, -12.69)  0.0854
H (-4.16, -5.67, -13.21)  0.1139
H (-4.26, -6.31, -11.48)  0.1084
H (-2.01, -6.10, -10.09)  0.1109
H (-0.43, -6.25, -10.74)  0.1327
H (-2.73, -8.39, -10.67)  0.0844
H (-1.19, -8.40, -10.11)  0.0872
H (-1.46, -8.63, -11.80)  0.0828
H (-2.25, -3.79, -13.00)  0.1337
H (-1.14, -4.03, -11.63)  0.1284
H (-4.16, -3.74, -11.54)  0.1178
H (-3.04, -2.47, -11.20)  0.1459
H (-1.55, -3.48, -9.06)  0.0898
H (-2.73, -4.02, -7.84)  0.0964
H (-2.85, -2.45, -8.66)  0.0993
P (0.08, -0.95, -0.60)  0.1661
F (-1.34, -1.69, -0.18)  -0.1840
F (1.02, -1.45, 0.62)  -0.1967
F (0.61, -2.23, -1.40)  -0.1660
F (1.38, -0.09, -1.08)  -0.2183
F (-0.55, -0.31, -1.91)  -0.1598
F (-0.31, 0.50, 0.18)  -0.2414
C (-1.96, 5.86, -6.51)  -0.0771
C (-3.15, 6.45, -7.24)  -0.8573
O (-4.16, 6.75, -6.59)  -0.1146
O (-2.96, 6.60, -8.46)  -0.0944
H (-1.69, 6.51, -5.68)  0.0414
H (-0.99, 5.63, -6.96)  0.0550
H (-2.31, 4.99, -5.96)  0.0474
C (3.73, 0.15, -7.66)  -0.0864
C (4.42, -0.18, -8.95)  -0.7871
O (4.05, -1.18, -9.63)  -0.1370
O (5.19, 0.79, -9.32)  -0.1482
H (4.24, 0.71, -6.88)  0.0523
H (3.34, -0.78, -7.23)  0.0423
H (2.84, 0.73, -7.89)  0.0646

As for the net charge: +3. The calculation puts the frontier orbital gap at 2.347 eV. As for the energy above the lowest of the compared OMol25 structures with the same formula, charge and spin: 5.757 eV. As for the electronic energy: -110943.5805 eV.